DFT (ωB97M-V/def2-TZVPD) results for a 7-piece molecular cluster, C18H37N7O4 overall at a distorted geometry.

Each line ends with the Löwdin spin population.
Positions of all 66 atoms, in Å:
C1 0.4201 -4.5671 1.9727  0.0486
O1 0.2106 -3.6439 1.1988  0.0174
N1 0.6455 -5.8252 1.6023  0.0075
C2 0.5660 -6.8038 2.6882  0.0960
C3 0.4795 -6.1280 0.1501  0.1663
H1 0.5204 -4.3909 3.0549  0.0076
H2 0.6785 -6.4370 3.7085  0.0105
H3 1.3402 -7.5401 2.4722  0.0136
H4 -0.4261 -7.2453 2.7821  0.0250
H5 0.8731 -5.3601 -0.5159  0.0201
H6 1.0556 -7.0232 -0.0842  0.0387
H7 -0.5536 -6.3285 -0.1339  0.0649
C4 1.4360 1.5272 1.9712  0.0042
O2 1.6858 2.4662 2.7820  0.0013
N2 0.2080 1.1813 1.4363  0.0015
C5 0.0748 0.0396 0.4509  0.0061
C6 -0.9686 1.8756 1.9871  0.0102
H8 2.1267 0.7877 1.5373  0.0009
H9 -0.4559 0.4425 -0.4118  0.0031
H10 -0.3456 -0.8776 0.8633  0.0019
H11 1.0003 -0.0869 -0.1107  0.0006
H12 -1.6203 2.1449 1.1559  0.0025
H13 -1.4959 1.0713 2.5000  0.0053
H14 -0.7955 2.7678 2.5889  0.0007
C7 -4.0680 -0.5276 -1.3502  0.0143
O3 -4.3751 -0.3076 -2.5397  0.0022
N3 -3.4435 -1.6119 -0.9539  0.0035
C8 -3.1426 -1.8667 0.4557  0.0398
C9 -3.2396 -2.8379 -1.8197  0.0727
H15 -4.3173 0.1720 -0.5374  0.0033
H16 -4.0867 -1.9623 0.9921  0.0106
H17 -2.6413 -0.9651 0.8076  0.0025
H18 -2.4965 -2.7352 0.5834  0.0091
H19 -2.2404 -3.2391 -1.9887  0.0279
H20 -3.5438 -3.6423 -1.1499  0.0301
H21 -3.8273 -2.8332 -2.7377  0.0074
C10 1.6815 1.3951 -4.2444  0.0105
O4 1.8741 0.1370 -4.1721  0.0082
N4 1.9649 2.2645 -3.2753  0.0014
C11 1.8528 3.6574 -3.3921  0.0086
C12 2.6172 1.8775 -2.0070  0.0068
H22 1.2284 1.9136 -5.1035  0.0012
H23 1.4916 4.0941 -4.3232  0.0011
H24 2.8147 4.1046 -3.1414  0.0014
H25 1.1784 3.8610 -2.5604  0.0013
H26 2.4760 0.8174 -1.7964  0.0005
H27 3.6765 2.0550 -1.8212  0.0025
H28 2.1106 2.2845 -1.1319  0.0004
C13 1.9749 -3.1651 -2.6615  0.0769
C14 2.3343 -2.3867 -1.4150  0.0245
N5 2.6692 -1.8003 -0.4577  0.0055
H29 2.1055 -2.6535 -3.6150  0.0054
H30 0.9366 -3.4632 -2.5165  0.0268
H31 2.5798 -4.0674 -2.7523  0.0261
C15 -1.9168 6.3826 3.2847  0.0020
C16 -0.9090 7.2469 4.0187  0.0008
N6 -0.1001 7.9081 4.5767  0.0001
H32 -1.9283 6.7992 2.2776  0.0001
H33 -2.8386 6.2821 3.8577  0.0005
H34 -1.5339 5.3722 3.1408  0.0006
C17 1.5084 4.7683 0.6978  0.0032
C18 0.1448 5.2019 0.5837  0.0030
N7 -0.9221 5.6118 0.4602  0.0013
H35 1.9326 5.2057 1.6017  0.0004
H36 2.0726 4.9138 -0.2234  0.0009
H37 1.6856 3.6928 0.7029  0.0003

The calculation puts the HOMO energy (alpha / beta) at 0.57 / -6.86 eV. As for the multiplicity: 2. Its total charge is -1. For the total energy, the calculation gives -37882.8259 eV. The molar mass is 415.5 g/mol. The calculation puts the HOMO-LUMO gap (alpha / beta) at 1.58 / 8.96 eV.